(1)
Density functional theory data (wB97M-V/def2-TZVPD) for a molecular structure, C52H40AsF5INPSZr in a non-equilibrium geometry.

Results
HOMO ... -0.365 Ha
Energy relative to the best compared isomer or geometry (same formula, charge and spin) ... 3.061 eV
Molar mass ... 1130.0 Da
Net charge ... +1
2S+1 ... 1
HOMO-LUMO gap ... 6.0226 eV

Element x y z (Å)
Zr1 1.74626 1.45552 0.28132
I1 0.11092 -0.55726 1.60161
C1 -1.86588 -0.65529 2.48899
C2 -2.07433 0.24327 3.47815
C3 -3.20657 0.20653 4.33756
C4 -4.16308 -0.78079 4.11629
C5 -3.94816 -1.75030 3.14220
C6 -5.04568 -2.63206 2.86654
C7 -4.87544 -3.50347 1.86670
C8 -3.65624 -3.70185 1.19206
C9 -2.62336 -2.77358 1.32664
P1 -1.41871 -2.85477 -0.07745
C10 -0.58139 -4.40884 0.11562
C11 0.24202 -4.74300 -0.93155
C12 0.99603 -5.93646 -0.90741
C13 0.95481 -6.74293 0.19685
C14 0.16595 -6.34184 1.31466
C15 -0.61238 -5.19522 1.28528
C16 -2.57428 -3.06374 -1.47030
C17 -3.52349 -2.11565 -1.70516
C18 -4.56725 -2.34970 -2.63439
C19 -4.73183 -3.61437 -3.16583
C20 -3.68224 -4.56114 -2.99828
C21 -2.59703 -4.28843 -2.18914
C22 -2.75974 -1.76860 2.34468
H1 -1.31792 0.98438 3.68332
H2 -3.27547 0.97477 5.10666
H3 -5.11381 -0.80240 4.70863
H4 -5.99826 -2.51840 3.38002
H5 -5.72393 -4.08238 1.56478
H6 -3.60802 -4.53747 0.50867
H7 0.14354 -4.20520 -1.88372
H8 1.51854 -6.26933 -1.84157
H9 1.59057 -7.66754 0.18205
H10 0.09288 -6.98236 2.21829
H11 -1.15068 -4.87606 2.20200
H12 -3.45541 -1.21387 -1.13536
H13 -5.25108 -1.52762 -2.81420
H14 -5.62530 -3.80255 -3.75395
H15 -3.76410 -5.50463 -3.51101
H16 -1.85751 -5.06895 -1.97598
F1 7.74645 0.77311 2.81239
C23 6.70719 1.48150 2.32255
C24 5.42791 0.92669 2.54285
F2 5.32803 -0.26828 3.11739
C25 4.32401 1.61224 1.98820
F3 3.09603 1.08977 2.23307
C26 4.45450 2.85996 1.29698
S1 2.98768 3.61606 0.61497
C27 5.74620 3.41269 1.20564
F4 5.99903 4.54418 0.51865
C28 6.86478 2.72139 1.68689
F5 8.14950 3.15596 1.49647
C29 -0.47056 7.15229 2.20330
As1 -0.05113 5.28388 2.77239
C30 -0.48303 5.76969 4.68122
C31 1.92547 5.79330 3.07158
H17 0.39209 7.40472 1.59066
H18 -0.68998 7.89158 2.96405
H19 -1.37513 7.06638 1.56074
H20 -0.12030 6.74084 4.81614
H21 -0.11887 5.05960 5.39892
H22 -1.61556 5.81440 4.80185
H23 1.93155 6.60639 3.83667
H24 2.25047 6.09890 2.07044
H25 2.52838 4.94266 3.31735
N1 0.25015 2.19120 -0.79327
C32 -0.66119 2.01585 -1.65963
C33 -2.02587 2.53585 -1.33913
C34 -2.97295 2.84331 -2.31197
C35 -4.18615 3.50435 -2.02258
C36 -4.53528 3.71280 -0.70713
C37 -3.67571 3.33150 0.31374
C38 -2.43169 2.78796 0.00048
C39 -0.47371 1.56502 -3.02409
C40 0.66181 1.97030 -3.71183
C41 0.86902 1.69110 -5.07249
C42 -0.16137 0.97284 -5.69414
C43 -1.29391 0.49301 -5.00842
C44 -1.39619 0.73156 -3.62896
H26 -2.75750 2.68554 -3.31847
H27 -4.77479 3.79288 -2.89408
H28 -5.43060 4.27716 -0.43870
H29 -4.05324 3.54186 1.32780
H30 -1.69508 2.61536 0.74983
H31 1.41564 2.56129 -3.23064
H32 1.76352 2.11048 -5.58360
H33 0.12829 0.74178 -6.72030
H34 -1.99457 -0.18377 -5.43106
H35 -2.24111 0.38517 -3.07398
C45 3.00164 0.32078 -0.79236
C46 3.90918 -0.50336 -1.05171
C47 4.64920 -1.56276 -1.51775
C48 4.70757 -2.74682 -0.70953
C49 5.54415 -3.78372 -1.12119
C50 6.26708 -3.65091 -2.37480
C51 6.12133 -2.51912 -3.21887
C52 5.25234 -1.54688 -2.80245
H36 4.08799 -2.75290 0.19286
H37 5.57738 -4.63669 -0.49022
H38 6.97328 -4.40878 -2.68017
H39 6.71967 -2.36439 -4.10481
H40 5.01405 -0.73521 -3.49205



(2)
Density functional theory data (wB97M-V/def2-TZVPD) for a molecular structure, C9H16AlF9N3NbO2S in a non-equilibrium geometry.

Results
HOMO ... -0.543 Ha
Energy relative to the best compared isomer or geometry (same formula, charge and spin) ... 0.000 eV
Molar mass ... 521.2 Da
Net charge ... +2
2S+1 ... 1
HOMO-LUMO gap ... 3.7158 eV

Element x y z (Å)
C1 3.26273 -3.24991 1.19640
N1 2.89269 -2.19826 0.19604
C2 2.68230 -2.76913 -1.16624
C3 1.56104 -1.70768 0.61539
O1 0.58567 -2.38330 0.35088
C4 1.33991 -0.38530 1.43267
Nb1 1.91900 1.52725 0.33816
N2 0.87079 2.67915 1.80757
C5 0.03531 1.58959 -0.94513
C6 -0.87926 0.30298 -0.85061
C7 -2.29770 0.50646 -1.58961
F1 -2.13327 -0.16540 -2.82364
F2 -2.54203 1.83449 -1.93991
C8 -3.51052 -0.22663 -0.87727
F3 -3.05638 -1.48307 -0.49180
F4 -4.45944 -0.48533 -1.87230
S1 -4.40009 0.71049 0.46814
F5 -5.70331 -0.30487 0.29401
F6 -3.82986 -0.38775 1.57927
F7 -3.12069 1.65153 0.85517
F8 -5.05762 1.81003 -0.54742
F9 -5.24615 1.46054 1.71464
N3 3.04591 0.53990 -1.18485
C9 3.97681 1.38880 -1.52155
O2 4.89629 2.08395 -1.63546
H1 4.36527 -3.50747 1.17426
H2 2.61579 -4.17782 1.06525
H3 3.08256 -2.79275 2.22436
H4 1.96083 -2.12750 -1.76734
H5 3.63551 -2.79210 -1.78439
H6 2.22186 -3.80340 -1.12545
H7 0.29271 -0.33115 1.87491
H8 2.02852 -0.45738 2.34332
H9 3.37242 1.66342 1.43983
H10 2.41663 3.10311 -0.43443
H11 1.51938 2.96859 2.55525
H12 0.46064 3.51286 1.35557
H13 0.35747 1.71050 -2.02997
H14 -0.53465 2.53132 -0.68462
H15 -0.35267 -0.57021 -1.33428
H16 -1.14027 -0.01302 0.20444
Al1 -7.13414 2.74448 1.52074



(3)
Density functional theory data (wB97M-V/def2-TZVPD) for 2 unconnected molecules or ions with the total composition C7H17NO in a non-equilibrium geometry.

Results
SMILES string ... C[C@H](N)[C@@H](C)O.C=CC
HOMO ... -0.337 Ha
Energy relative to the best compared isomer or geometry (same formula, charge and spin) ... 1.605 eV
Molar mass ... 131.2 Da
Net charge ... 0
2S+1 ... 1
HOMO-LUMO gap ... 10.1100 eV

Element x y z (Å)
C1 -2.49138 1.67519 -0.17479
C2 -1.35088 1.32613 -1.12733
N1 -1.86696 0.45290 -2.16521
C3 -0.17198 0.72165 -0.32974
C4 1.05129 0.38124 -1.27002
O1 0.21332 1.61844 0.66778
H1 -2.13755 2.36554 0.58680
H2 -3.31062 2.12332 -0.73197
H3 -2.85978 0.77366 0.31298
H4 -0.99318 2.24248 -1.60717
H5 -2.17519 -0.42674 -1.76725
H6 -1.16041 0.25609 -2.86786
H7 -0.51393 -0.22355 0.13061
H8 1.93967 0.10491 -0.70370
H9 1.28828 1.28479 -1.81996
H10 0.80003 -0.40743 -1.97680
H11 0.95659 1.18595 1.18953
C5 1.90038 -0.57388 2.14173
C6 1.91875 -1.61748 1.31293
C7 0.78834 -2.57120 1.12804
H12 1.05800 -0.39890 2.79677
H13 2.79643 -0.00351 2.33560
H14 2.79400 -1.81371 0.70561
H15 -0.07723 -2.27163 1.71133
H16 1.09568 -3.56741 1.44463
H17 0.50831 -2.63687 0.07745



(4)
Density functional theory data (wB97M-V/def2-TZVPD) for 2 unconnected molecules or ions with the total composition H4I2Si2 in a non-equilibrium geometry.

Results
HOMO ... -0.318 Ha
Energy relative to the best compared isomer or geometry (same formula, charge and spin) ... 2.117 eV
Molar mass ... 314.0 Da
Net charge ... 0
2S+1 ... 1
HOMO-LUMO gap ... 7.4300 eV

Element x y z (Å)
Si1 -2.39912 -0.69836 0.22186
Si2 3.13289 1.69327 -0.16583
I1 -0.32191 0.74006 0.09735
I2 4.06189 -0.57832 -0.08479
H1 -3.02334 0.04083 1.35068
H2 -3.08542 -1.14597 -0.96170
H3 -1.86372 -1.68110 1.19663
H4 3.49872 1.62959 -1.65419



(5)
Density functional theory data (wB97M-V/def2-TZVPD) for 2 unconnected molecules or ions with the total composition C2H9NO in a non-equilibrium geometry.

Results
SMILES string ... COC.N
HOMO ... -0.343 Ha
Energy relative to the best compared isomer or geometry (same formula, charge and spin) ... 1.605 eV
Molar mass ... 63.1 Da
Net charge ... 0
2S+1 ... 1
HOMO-LUMO gap ... 10.3478 eV

Element x y z (Å)
C1 -0.71821 -1.22788 1.02319
O1 -0.37546 -0.00398 0.46999
C2 -0.34173 1.37636 0.62235
H1 -0.02094 -1.47623 1.82693
H2 -0.70553 -1.97011 0.23364
H3 -1.70870 -1.18097 1.47072
H4 -1.22416 1.70333 1.19311
H5 -0.28512 1.83504 -0.35207
H6 0.51495 1.62997 1.25328
N1 1.34542 -0.09906 -1.90292
H7 2.02480 -0.73500 -2.27756
H8 0.63002 -0.59651 -1.39355
H9 0.93277 0.50649 -2.58979



(6)
Density functional theory data (wB97M-V/def2-TZVPD) for 2 unconnected molecules or ions with the total composition C2H7S2 in a non-equilibrium geometry.

Results
HOMO ... -0.078 Ha
Energy relative to the best compared isomer or geometry (same formula, charge and spin) ... 1.140 eV
Molar mass ... 95.2 Da
Net charge ... -1
2S+1 ... 1
HOMO-LUMO gap ... 5.4415 eV

Element x y z (Å)
C1 -0.93047 -0.55485 -1.29798
S1 -2.63522 0.05789 -1.71700
H1 -0.28723 0.18328 -1.79317
H2 -0.85138 -0.52230 -0.22523
H3 -0.73579 -1.59594 -1.69400
H4 -2.28123 1.36031 -1.43556
C2 1.60519 0.21562 1.51777
S2 -0.00452 0.06091 2.19672
H5 2.26165 -0.71323 1.65793
H6 1.66334 0.60263 0.53320
H7 2.19565 0.90567 2.25731



What did the third record say?
Density functional theory data (wB97M-V/def2-TZVPD) for 2 unconnected molecules or ions with the total composition C7H17NO in a non-equilibrium geometry.

Results
SMILES string ... C[C@H](N)[C@@H](C)O.C=CC
HOMO ... -0.337 Ha
Energy relative to the best compared isomer or geometry (same formula, charge and spin) ... 1.605 eV
Molar mass ... 131.2 Da
Net charge ... 0
2S+1 ... 1
HOMO-LUMO gap ... 10.1100 eV

Element x y z (Å)
C1 -2.49138 1.67519 -0.17479
C2 -1.35088 1.32613 -1.12733
N1 -1.86696 0.45290 -2.16521
C3 -0.17198 0.72165 -0.32974
C4 1.05129 0.38124 -1.27002
O1 0.21332 1.61844 0.66778
H1 -2.13755 2.36554 0.58680
H2 -3.31062 2.12332 -0.73197
H3 -2.85978 0.77366 0.31298
H4 -0.99318 2.24248 -1.60717
H5 -2.17519 -0.42674 -1.76725
H6 -1.16041 0.25609 -2.86786
H7 -0.51393 -0.22355 0.13061
H8 1.93967 0.10491 -0.70370
H9 1.28828 1.28479 -1.81996
H10 0.80003 -0.40743 -1.97680
H11 0.95659 1.18595 1.18953
C5 1.90038 -0.57388 2.14173
C6 1.91875 -1.61748 1.31293
C7 0.78834 -2.57120 1.12804
H12 1.05800 -0.39890 2.79677
H13 2.79643 -0.00351 2.33560
H14 2.79400 -1.81371 0.70561
H15 -0.07723 -2.27163 1.71133
H16 1.09568 -3.56741 1.44463
H17 0.50831 -2.63687 0.07745



> Among the records above, which one has the lowest net charge?

C2H7S2



> The highest HOMO-LUMO gap belongs to which entry?

C2H9NO